<1>
Below is the molecule C4H9NO2, with properties calculated with ωB97M-V/def2-TZVPD.

```
16
Properties=species:S:1:pos:R:3:nbo_charge:R:1
C -0.3627 0.8368 -1.9491 -0.67
C -1.2549 0.5247 -0.7458 0.38
O -1.6385 -0.8023 -0.7021 -0.70
C 1.1107 -0.5070 0.5470 -0.68
C 0.1296 0.1675 1.1667 0.51
O -0.7000 1.0207 0.5151 -0.54
N -0.1927 0.0125 2.5081 -0.82
H 0.2904 -0.0052 -2.2087 0.21
H 0.2567 1.7134 -1.7484 0.23
H -0.9933 1.0300 -2.8225 0.22
H -2.1825 1.0916 -0.7934 0.17
H -0.8434 -1.3554 -0.7659 0.48
H 1.6321 -1.3063 1.0529 0.21
H 1.4371 -0.1976 -0.4338 0.21
H -0.6708 0.7948 2.9342 0.39
H 0.5778 -0.3189 3.0721 0.38
```

Results
LUMO: 0.9986 eV
Kohn-Sham gap: 9.21 eV
SMILES string: C=C(N)O[C@@H](C)O

<2>
Below is a structure of composition C4H9NO2, with properties calculated with ωB97M-V/def2-TZVPD.

```
16
Properties=species:S:1:pos:R:3:nbo_charge:R:1
C 0.0227 -0.7221 0.0670 0.11
C 0.3921 -1.0815 1.4858 -0.64
N -1.3135 0.5548 0.2077 -0.34
C 0.0941 0.6125 -0.4367 0.14
C 0.7748 1.6609 -0.8320 -0.39
O -2.4632 0.1200 -0.4738 -0.55
O 1.7388 -1.0109 -0.7280 -1.02
H -2.4945 0.6026 -1.3141 0.46
H 1.7143 -1.1137 -1.6861 0.44
H -1.5403 1.2678 0.8986 0.37
H -0.5100 -1.4689 -0.5197 0.25
H 0.8010 -0.2286 2.0267 0.22
H 1.1805 -1.8283 1.4061 0.26
H -0.4740 -1.4892 2.0053 0.22
H 1.7843 1.5000 -1.1750 0.26
H 0.2929 2.6246 -0.9318 0.21
```

Results
LUMO: 0.5953 eV
Kohn-Sham gap: 8.95 eV

<3>
Below is a cluster of 2 separate species, C4H9NO2 in total, with properties calculated with ωB97M-V/def2-TZVPD.

```
16
Properties=species:S:1:pos:R:3:nbo_charge:R:1
C -1.0868 1.5092 -0.2361 -0.61
C -0.2123 0.3557 0.2383 -0.09
C -0.9487 -0.9933 0.0895 -0.06
O -0.4278 -2.0338 0.8743 -0.72
N 1.0607 0.3477 -0.4984 -0.82
C 2.7132 -0.7014 0.0238 0.44
O 2.3625 -1.4605 0.8188 -0.58
H -0.5229 2.4448 -0.1855 0.22
H -1.9934 1.6074 0.3667 0.22
H -1.3853 1.3483 -1.2807 0.20
H 0.0164 0.4582 1.3066 0.21
H -1.9887 -0.8678 0.4193 0.18
H -0.9889 -1.2646 -0.9817 0.15
H 0.5369 -2.0256 0.8025 0.49
H 0.9682 0.3672 -1.5054 0.38
H 1.8969 0.9086 -0.2519 0.41
```

Results
LUMO: 0.9595 eV
Kohn-Sham gap: 10.11 eV

Least stable = <2>

<1>
Below is a structure of composition C4H9NO2, with properties calculated with ωB97M-V/def2-TZVPD.

```
16
Properties=species:S:1:pos:R:3:nbo_charge:R:1
N 0.4390 2.6645 1.5952 -0.80
C 0.2148 1.4165 1.1992 0.57
O 1.2647 0.7673 1.0440 -0.65
C -1.1499 0.0850 0.5926 -0.33
C -0.2868 -1.0148 0.1736 -0.59
C 0.1802 -1.1308 -1.2627 -0.05
O -0.7325 -1.7914 -2.0838 -0.75
H 1.3760 2.9374 1.7246 0.39
H -0.1579 3.4450 1.6613 0.39
H -1.8312 0.1014 1.4533 0.22
H -1.5596 0.7663 -0.1427 0.20
H 0.8212 -0.3634 0.7287 0.40
H -0.2952 -1.8959 0.7768 0.22
H 0.4606 -0.1050 -1.4694 0.15
H 1.1189 -1.6084 -1.3959 0.16
H -0.5332 -2.0862 -2.9719 0.48
```

Results
LUMO: 0.7487 eV
Kohn-Sham gap: 9.17 eV

<2>
Below is the molecule C4H9NO2, with properties calculated with ωB97M-V/def2-TZVPD.

```
16
Properties=species:S:1:pos:R:3:nbo_charge:R:1
C -0.5481 1.0383 -0.1807 -0.54
C 0.8354 0.4326 -0.5025 0.09
C 0.9490 -1.0612 -0.8423 -0.68
O 1.6100 0.9578 0.5265 -0.73
C -1.5474 0.1847 0.5994 0.67
N -0.8729 -0.8148 1.3825 -0.89
O -2.7426 0.0035 0.2892 -0.61
H -1.0923 1.2440 -1.1380 0.25
H -0.5653 2.0304 0.2756 0.23
H 1.1238 1.0495 -1.3919 0.17
H -0.0446 -1.5588 -0.6429 0.24
H 1.6933 -1.7203 -0.4223 0.24
H 1.2430 -1.4098 -1.9301 0.23
H 1.3359 1.8649 0.7011 0.47
H 0.1226 -0.5938 1.5558 0.41
H -1.4996 -1.6469 1.7206 0.43
```

Results
LUMO: 0.6766 eV
Kohn-Sham gap: 10.40 eV
SMILES string: C[C@H](O)CC(N)=O

<3>
Below is the molecule C4H9NO2, with properties calculated with ωB97M-V/def2-TZVPD.

```
16
Properties=species:S:1:pos:R:3:nbo_charge:R:1
N 2.1140 -0.4623 1.7822 -0.82
C 1.1358 -1.0460 1.0346 0.68
O 0.6743 -2.1390 1.3166 -0.63
C 0.6269 -0.2482 -0.1534 -0.50
C -0.8613 0.0379 0.0592 -0.41
C -1.5809 0.5120 -1.1873 -0.06
O -0.9327 1.6747 -1.6720 -0.73
H 2.3700 -0.9167 2.6461 0.40
H 2.4155 0.4851 1.6269 0.39
H 1.1899 0.6761 -0.3157 0.21
H 0.7591 -0.8725 -1.0440 0.23
H -1.3328 -0.8876 0.4109 0.23
H -0.9799 0.7924 0.8469 0.20
H -1.5751 -0.2890 -1.9444 0.16
H -2.6320 0.7221 -0.9351 0.16
H -1.3908 1.9611 -2.4714 0.47
```

Results
LUMO: 0.8513 eV
Kohn-Sham gap: 10.60 eV
SMILES string: NC(=O)CCCO

Least stable = <1>

<1>
Below is a cluster of 2 separate species, C4H11N3O in total, with properties calculated with ωB97M-V/def2-TZVPD.

```
19
Properties=species:S:1:pos:R:3:nbo_charge:R:1
C 1.8510 -1.0694 -0.2721 0.02
C 2.4601 -0.2418 0.5876 -0.57
C -2.8352 0.2703 0.3566 -0.25
C -0.6575 0.8951 -0.3239 0.71
N 0.9323 -2.0372 0.0885 -0.81
N 0.3205 1.8289 -0.0749 -0.85
O -1.6112 0.9108 0.6641 -0.52
N -0.8245 0.1804 -1.3567 -0.80
H 2.1215 -1.0808 -1.3209 0.19
H 0.2935 -2.3266 -0.6364 0.39
H 0.4566 -1.8455 0.9608 0.37
H 0.2023 2.3634 0.7719 0.39
H 1.2777 1.5463 -0.2431 0.41
H -0.0226 0.1853 -1.9761 0.35
H 2.2796 -0.2886 1.6498 0.20
H 3.2624 0.3946 0.2585 0.21
H -3.5907 0.6882 1.0186 0.19
H -2.7178 -0.8049 0.5073 0.18
H -3.1982 0.4314 -0.6595 0.20
```

Results
LUMO: 0.9640 eV
Kohn-Sham gap: 9.27 eV
SMILES string: [H]/N=C(\N)OC.C=CN

<2>
Below is the molecule C4H11N3O, with properties calculated with ωB97M-V/def2-TZVPD.

```
19
Properties=species:S:1:pos:R:3:nbo_charge:R:1
C -0.7224 -0.9401 -0.4000 -0.30
C 1.4318 1.6423 -0.4059 -0.26
C -1.9858 1.1247 -0.5475 -0.43
N -0.7736 0.4820 -0.0695 -0.15
C 0.5530 -1.4215 0.3661 0.45
N 0.3695 -1.6785 1.7080 -0.83
O 0.3485 0.9666 -1.0240 -0.45
N 1.6166 -1.8296 -0.2519 -0.70
H 1.2100 -1.6748 2.2711 0.38
H -0.3878 -1.1524 2.1368 0.38
H 2.2650 -2.2441 0.4288 0.32
H -1.5880 -1.4725 0.0104 0.21
H -0.6025 -1.1775 -1.4632 0.23
H 1.2470 1.9203 0.6374 0.19
H 1.6389 2.5460 -0.9872 0.18
H 2.3196 1.0074 -0.4819 0.19
H -2.8191 0.8050 0.0917 0.20
H -2.2161 0.8860 -1.5924 0.19
H -1.9046 2.2105 -0.4268 0.21
```

Results
LUMO: 0.9492 eV
Kohn-Sham gap: 10.18 eV
SMILES string: [H]/N=C(\N)CN(C)OC

<3>
Below is a structure of composition C4H11N3O, with properties calculated with ωB97M-V/def2-TZVPD.

```
19
Properties=species:S:1:pos:R:3:nbo_charge:R:1
C 2.8370 0.4905 0.4331 -0.72
C 1.5963 0.9094 -0.2416 0.54
N 0.7646 -1.4713 0.9693 -0.55
O 0.3039 -0.1567 0.6661 -0.66
N 1.1373 1.6557 -1.0450 -0.63
H 0.3019 -2.1208 0.3292 0.31
H 0.4085 -1.6860 1.8993 0.33
H -0.2226 1.6537 -1.1971 0.43
H 3.6890 0.9341 -0.0824 0.23
H 2.9100 -0.5955 0.4545 0.26
H 2.8135 0.8328 1.4690 0.24
C -2.5414 -0.6499 -0.1153 -0.69
C -1.4530 0.0541 -0.8389 0.33
N -1.3689 1.3248 -1.0197 -0.70
H -2.0079 1.9102 -0.4924 0.38
H -0.7447 -0.5494 -1.3936 0.20
H -3.1542 -1.2232 -0.8173 0.24
H -2.0903 -1.3539 0.5865 0.25
H -3.1790 0.0415 0.4362 0.22
```

Results
LUMO: 0.8933 eV
Kohn-Sham gap: 8.36 eV

Least stable = <3>

<1>
Below is the molecule C4H11N3O, with properties calculated with ωB97M-V/def2-TZVPD.

```
19
Properties=species:S:1:pos:R:3:nbo_charge:R:1
N -0.4568 1.2423 -2.6674 -0.83
C 0.1542 1.7042 -1.3913 -0.32
C 1.0961 0.5748 -0.9953 0.68
N 0.8251 -0.1219 0.1319 -0.62
C -0.4137 -0.0264 0.8965 -0.23
C -0.3511 -1.0555 2.0240 -0.23
N -0.1893 -2.4008 1.5173 -0.86
O 2.0348 0.3041 -1.7230 -0.63
H 0.2450 1.2041 -3.4008 0.37
H -1.1925 1.8966 -2.9366 0.35
H -0.6764 1.7965 -0.7090 0.19
H 0.7276 2.6031 -1.5752 0.20
H 1.3371 -0.9734 0.3153 0.41
H -0.4226 0.9624 1.3698 0.20
H -1.2919 -0.2539 0.2879 0.19
H -1.2279 -0.8838 2.6427 0.18
H 0.4390 -0.7317 2.7120 0.19
H -1.0627 -2.8894 1.3994 0.37
H 0.4261 -2.9512 2.1017 0.37
```

Results
LUMO: 0.8150 eV
Kohn-Sham gap: 9.91 eV
SMILES string: NCCNC(=O)CN

<2>
Below is the molecule C4H11N3O, with properties calculated with ωB97M-V/def2-TZVPD.

```
19
Properties=species:S:1:pos:R:3:nbo_charge:R:1
C 1.4221 -0.9822 -0.9616 -0.22
N 1.7794 0.3891 -1.3597 -0.83
C -0.1210 -1.0917 -0.4389 -0.06
C -0.6365 -2.5148 -0.1241 -0.62
N -0.2959 -0.2000 0.7185 -0.68
C -0.7004 1.1586 0.6427 0.78
N -0.5139 1.7977 1.8487 -0.84
O -1.0493 1.7479 -0.3890 -0.65
H 2.1965 -1.4113 -0.2500 0.19
H 1.4501 -1.6963 -1.8550 0.19
H 1.2871 0.8275 -2.0761 0.36
H 1.4125 0.9614 -0.6633 0.35
H -0.8408 -0.8124 -1.2641 0.22
H 0.1408 -3.1583 0.4787 0.20
H -1.5866 -2.4196 0.3806 0.22
H -0.8531 -3.0079 -1.1086 0.22
H -0.1205 -0.6692 1.6180 0.39
H -0.2335 1.3944 2.6571 0.38
H -1.0308 2.6812 2.0341 0.40
```

Results
LUMO: 0.7435 eV
Kohn-Sham gap: 9.71 eV
SMILES string: C[C@H](CN)NC(N)=O

Least stable = <2>